[1]
74
Properties=species:S:1:pos:R:3:forces:R:3 method="wB97M-V/def2-TZVPD" total_charge=0 multiplicity=8 homo_energy_ev="-7.60 / -7.59" gap_ha="0.2733 / 0.1891"
Gd -0.730 -0.604 -0.292 0.6 -0.7 0.0
C 0.338 -5.818 2.514 0.0 0.0 0.0
C -0.943 -5.955 1.703 0.0 0.0 0.0
N -1.688 -4.712 1.574 0.0 0.0 -0.1
C -1.381 -3.750 0.676 0.0 0.0 0.0
S -2.604 -2.522 0.447 0.0 0.0 -0.1
N -0.202 -3.842 0.091 0.0 0.0 0.0
N -0.033 -2.890 -0.868 0.2 -0.2 -0.1
C 1.040 -2.878 -1.571 -0.1 -0.2 0.0
C 2.194 -3.803 -1.365 0.0 0.0 0.0
C 1.039 -1.889 -2.684 -0.1 0.0 -0.1
C 2.101 -1.769 -3.572 0.0 0.0 0.1
C 1.975 -0.919 -4.660 0.0 0.0 0.0
C 0.793 -0.227 -4.845 0.0 0.0 0.0
C -0.203 -0.373 -3.892 0.0 0.1 0.0
N -0.083 -1.160 -2.831 0.1 -0.1 0.0
H 0.805 -6.796 2.639 0.0 0.0 0.0
H 0.123 -5.409 3.502 0.0 0.0 0.0
H 1.044 -5.163 2.006 0.0 0.0 0.0
H -1.609 -6.667 2.192 0.0 0.0 0.0
H -0.715 -6.341 0.707 0.0 0.0 0.0
H -2.625 -4.673 1.936 0.0 0.0 0.1
H 1.867 -4.669 -0.796 0.0 0.0 0.0
H 2.966 -3.278 -0.794 0.0 0.0 0.0
H 2.629 -4.130 -2.307 0.0 0.0 0.0
H 3.015 -2.319 -3.409 0.0 0.0 0.0
H 2.795 -0.808 -5.358 0.0 0.0 0.0
H 0.646 0.436 -5.686 0.0 0.0 0.0
H -1.126 0.189 -3.968 0.0 0.0 0.0
S 2.212 -0.264 0.208 -0.1 0.0 -0.1
C 1.890 0.947 -0.944 0.0 0.0 0.0
N 0.680 1.220 -1.377 0.1 0.3 -0.1
C 0.674 2.255 -2.298 0.1 0.0 0.0
C -0.457 2.787 -2.915 0.0 0.0 0.0
C -0.299 3.824 -3.816 0.0 0.0 0.0
C 0.964 4.340 -4.108 0.0 0.0 0.0
C 2.095 3.827 -3.495 0.0 0.0 0.0
C 1.938 2.786 -2.589 0.0 0.0 0.0
S 3.143 1.952 -1.650 0.0 0.0 0.0
H -1.435 2.395 -2.668 0.0 0.0 0.0
H -1.172 4.249 -4.296 0.0 0.0 0.0
H 1.063 5.154 -4.815 0.0 0.0 0.0
H 3.075 4.231 -3.712 0.0 0.0 0.0
O -2.368 1.056 -0.808 -0.2 0.2 0.0
S -2.402 1.764 0.496 -0.1 0.1 0.0
O -3.703 2.014 1.042 0.0 0.0 0.0
N -1.419 0.883 1.341 -0.3 0.3 0.2
C -1.269 0.874 2.718 0.0 0.1 0.1
C -1.728 1.827 3.595 0.0 -0.1 0.0
C -1.477 1.703 4.977 0.0 0.0 0.0
C -0.767 0.651 5.477 0.0 0.0 0.0
C -0.274 -0.344 4.598 0.0 0.0 0.0
C 0.484 -1.453 5.038 0.0 0.0 0.0
C 0.935 -2.362 4.128 0.0 0.0 0.0
C 0.623 -2.175 2.767 0.0 0.0 0.0
N -0.087 -1.170 2.318 -0.1 0.1 0.0
C -0.531 -0.243 3.217 0.0 0.0 0.0
C -1.629 3.333 0.216 0.0 0.0 0.0
C -2.384 4.341 -0.368 0.0 0.0 0.0
C -1.774 5.544 -0.681 0.0 0.0 0.0
C -0.425 5.734 -0.402 0.0 0.0 0.0
C 0.312 4.729 0.206 0.0 0.0 0.0
C -0.290 3.519 0.522 0.0 0.0 0.0
H -2.298 2.669 3.227 0.0 0.0 0.0
H -1.856 2.466 5.644 0.0 0.0 0.0
H -0.569 0.562 6.537 0.0 0.0 0.0
H 0.700 -1.560 6.095 0.0 0.0 0.0
H 1.525 -3.218 4.425 0.0 0.0 0.0
H 0.970 -2.886 2.027 0.0 0.0 0.0
H -3.433 4.176 -0.574 0.0 0.0 0.0
H -2.348 6.335 -1.145 0.0 0.0 0.0
H 0.051 6.672 -0.656 0.0 0.0 0.0
H 1.360 4.879 0.429 0.0 0.0 0.0
H 0.277 2.720 0.982 0.0 0.0 0.0

=====

[2]
74
Properties=species:S:1:pos:R:3:forces:R:3 method="wB97M-V/def2-TZVPD" total_charge=-1 multiplicity=1 homo_energy_ev=-5.44 gap_ha=0.2747
Pt 0.921 -0.083 0.016 0.1 0.2 0.2
I 0.416 0.189 2.551 0.1 -0.1 -0.2
C 0.783 2.558 -1.416 -0.3 0.1 0.0
C 2.003 3.112 -1.152 0.2 0.0 0.0
C 2.119 4.312 -0.435 0.0 0.0 0.0
C 0.988 4.996 -0.107 0.0 0.0 0.0
C -0.293 4.451 -0.367 0.0 0.1 0.0
C -1.444 5.236 -0.092 0.1 0.0 0.0
C -2.692 4.743 -0.297 0.0 -0.1 0.0
C -2.828 3.379 -0.633 0.0 0.1 0.0
C -1.752 2.570 -0.906 0.0 0.1 0.1
P -2.165 0.794 -0.810 0.1 0.1 -0.2
C -3.443 0.725 0.483 0.0 0.0 -0.1
C -4.627 0.021 0.287 0.0 0.0 0.1
C -5.547 -0.100 1.323 0.0 0.0 0.0
C -5.284 0.476 2.555 0.0 0.0 0.0
C -4.094 1.167 2.761 0.0 0.0 0.0
C -3.178 1.293 1.731 0.0 0.0 0.0
C -2.940 0.090 -2.264 -0.2 0.1 0.0
C -3.904 0.784 -2.991 0.0 -0.1 0.0
C -4.512 0.176 -4.078 0.0 0.0 0.0
C -4.158 -1.122 -4.431 0.0 0.0 0.0
C -3.194 -1.807 -3.704 0.0 0.0 0.0
C -2.579 -1.205 -2.614 0.0 -0.1 0.0
C -0.423 3.151 -0.924 -0.1 -0.2 0.0
H 2.888 2.627 -1.546 0.0 0.0 0.0
H 3.098 4.719 -0.218 0.0 0.0 0.0
H 1.045 5.975 0.355 0.0 0.0 0.0
H -1.298 6.244 0.280 0.0 0.0 0.0
H -3.572 5.346 -0.115 0.0 0.0 0.0
H -3.821 2.949 -0.587 0.0 0.0 0.0
H -4.830 -0.443 -0.669 0.0 0.0 0.0
H -6.465 -0.652 1.163 0.0 0.0 0.0
H -6.000 0.379 3.363 0.0 0.0 0.0
H -3.873 1.598 3.730 0.0 0.0 0.0
H -2.239 1.806 1.903 0.0 0.0 0.0
H -4.165 1.803 -2.728 0.0 0.0 0.0
H -5.254 0.715 -4.654 0.0 0.0 0.0
H -4.629 -1.595 -5.284 0.0 0.0 0.0
H -2.893 -2.810 -3.977 0.0 0.0 0.0
H -1.810 -1.751 -2.075 0.0 0.1 0.0
O 1.661 1.776 -3.719 0.0 0.0 0.1
S 0.791 1.294 -2.679 0.2 -0.3 -0.2
O 1.384 0.060 -2.046 -0.3 0.2 0.2
O -1.050 -0.098 -0.347 0.2 -0.2 0.1
O -0.598 1.124 -3.037 0.0 0.0 0.0
C 4.523 -2.905 6.012 0.0 0.0 -0.1
C 4.334 -2.513 4.569 0.0 0.0 0.0
C 4.130 -1.186 4.210 0.0 0.0 0.0
C 3.920 -0.826 2.887 0.0 0.0 0.1
C 3.919 -1.810 1.915 0.0 -0.2 0.0
C 4.127 -3.144 2.244 0.0 0.1 0.1
C 4.331 -3.486 3.570 0.0 0.0 0.0
S 3.773 -1.334 0.228 0.0 0.0 0.0
O 2.951 -0.078 0.247 0.0 -0.1 0.0
O 5.075 -1.060 -0.315 0.0 -0.1 0.0
N 3.072 -2.580 -0.426 0.2 0.2 -0.2
C 3.083 -2.667 -1.915 -0.1 0.0 0.2
C 2.022 -3.693 -2.301 0.1 0.0 0.0
C 0.641 -3.428 -1.676 0.0 -0.3 0.0
O -0.366 -3.593 -2.362 0.0 0.1 0.0
O 0.668 -3.123 -0.428 0.1 0.1 0.0
H 4.743 -2.035 6.631 0.0 0.0 0.0
H 5.339 -3.621 6.122 0.0 0.0 0.0
H 3.618 -3.375 6.405 0.0 0.0 0.0
H 4.112 -0.419 4.977 0.0 0.0 0.0
H 3.730 0.204 2.617 0.0 0.0 0.0
H 4.105 -3.896 1.468 0.0 0.0 0.0
H 4.480 -4.526 3.837 0.0 0.0 0.0
H 1.958 -2.792 -0.168 -0.3 -0.1 0.0
H 4.074 -2.969 -2.252 0.0 0.0 0.0
H 2.839 -1.706 -2.366 0.0 0.1 0.0
H 2.339 -4.681 -1.946 0.0 0.0 0.0
H 1.922 -3.732 -3.383 0.0 0.0 0.0

=====

[3]
74
Properties=species:S:1:pos:R:3:forces:R:3 method="wB97M-V/def2-TZVPD" total_charge=+1 multiplicity=2 homo_energy_ev="-10.18 / -10.14" gap_ha="0.2196 / 0.2062"
Ru -1.754 -1.502 1.485 0.8 2.0 1.3
C -4.519 -2.343 4.657 0.0 -0.2 -0.2
C -3.207 -2.175 3.951 0.4 0.2 -0.4
O -3.223 -2.157 2.662 0.0 -0.1 0.4
C -2.039 -2.068 4.726 -0.3 0.3 -0.3
C -0.740 -1.824 4.294 0.4 0.6 -1.0
C 0.388 -1.734 5.265 0.0 -0.2 0.1
N -0.447 -1.577 2.980 -3.1 -1.0 0.9
N 0.782 -1.326 2.661 3.4 0.8 -1.4
C 1.004 -1.101 1.355 -2.6 -0.8 2.0
O -0.012 -1.185 0.527 0.2 -0.3 -0.1
C 2.307 -0.771 0.879 1.6 0.6 -0.7
C 2.548 -0.693 -0.508 -0.5 -0.2 0.9
C 3.790 -0.327 -0.970 0.4 0.1 0.0
C 4.806 -0.008 -0.072 -0.3 -0.1 0.1
C 4.583 -0.105 1.299 0.3 0.1 -0.2
C 3.355 -0.490 1.779 -0.9 -0.2 -0.3
H -5.309 -2.528 3.936 0.0 0.0 0.0
H -4.753 -1.441 5.220 0.0 0.0 0.0
H -4.461 -3.173 5.358 -0.1 0.0 0.1
H -2.173 -2.176 5.793 0.0 0.0 0.0
H 0.029 -1.842 6.284 0.0 0.0 0.0
H 0.889 -0.773 5.153 0.1 0.0 0.0
H 1.124 -2.514 5.063 0.1 0.1 0.0
H 1.740 -0.938 -1.182 0.0 0.0 -0.1
H 3.982 -0.287 -2.032 0.0 0.0 -0.1
H 5.766 0.311 -0.443 0.1 0.0 0.0
H 5.378 0.118 1.993 0.1 0.0 0.0
H 3.156 -0.573 2.835 0.1 0.0 0.1
C -2.408 -2.563 -3.806 0.1 -0.3 -0.8
N -2.708 -2.071 -2.488 0.4 -0.2 1.0
C -2.039 -2.261 -1.351 -0.1 0.0 -0.2
N -2.667 -1.622 -0.368 -0.1 0.0 -0.2
C -3.734 -1.048 -0.976 0.1 -0.1 -0.2
N -3.772 -1.307 -2.254 -0.9 0.6 -0.4
C -1.080 -2.087 -4.355 0.0 -0.1 -0.1
C -0.519 -2.778 -5.428 0.0 0.1 0.1
C 0.687 -2.369 -5.976 -0.1 -0.2 0.0
C 1.359 -1.280 -5.461 -0.1 0.4 0.4
C 0.802 -0.580 -4.387 -0.7 -0.7 -0.2
C -0.423 -0.985 -3.847 0.3 0.2 -0.1
C 1.487 0.541 -3.812 1.2 1.0 0.3
N 2.682 0.990 -4.096 -1.0 -2.1 -1.3
N 2.941 2.002 -3.298 -0.1 2.0 1.8
C 1.906 2.183 -2.519 0.7 -0.9 -1.2
O 0.935 1.271 -2.803 0.1 0.0 -0.1
C 1.743 3.149 -1.473 -0.5 0.5 0.8
C 2.779 4.036 -1.166 -0.2 -0.2 -0.1
C 2.606 4.952 -0.150 -0.1 0.0 0.1
C 1.418 4.993 0.567 -0.1 -0.1 -0.1
C 0.378 4.125 0.259 0.0 0.1 0.1
C -0.931 4.189 1.019 0.3 0.6 -0.3
N -1.270 2.914 1.604 -0.7 -0.9 -0.3
C -1.862 1.849 1.054 0.0 0.1 0.0
N -1.923 0.868 1.945 0.0 -1.7 -0.6
C -1.338 1.401 3.047 0.0 0.1 -0.1
N -0.939 2.629 2.860 0.4 0.3 1.0
C 0.545 3.201 -0.757 0.5 0.1 -0.2
H -3.223 -2.220 -4.450 0.1 -0.1 0.2
H -2.418 -3.658 -3.786 -0.1 0.2 0.0
H -1.129 -2.827 -1.254 0.1 0.0 0.0
H -4.463 -0.451 -0.464 -0.1 0.1 0.1
H -1.032 -3.636 -5.835 0.0 -0.1 -0.1
H 1.104 -2.916 -6.807 0.1 0.0 -0.1
H 2.303 -0.956 -5.868 0.1 0.0 -0.1
H -0.833 -0.417 -3.024 -0.1 0.0 0.1
H 3.696 3.985 -1.731 0.1 0.0 0.0
H 3.400 5.635 0.098 0.1 0.1 0.0
H 1.301 5.708 1.365 0.0 0.1 0.2
H -1.748 4.493 0.357 0.1 -0.1 0.1
H -0.852 4.904 1.841 -0.1 -0.1 -0.1
H -2.267 1.820 0.061 0.0 0.0 -0.2
H -1.246 0.889 3.984 0.1 -0.1 0.1
H -0.240 2.509 -1.015 -0.1 -0.1 0.0